Record 1
{
  "formula": "C34H39N2SeTc",
  "method": "wB97M-V/def2-TZVPD",
  "charge": -1,
  "spin_multiplicity": 2,
  "e_homo_ev": [-3.3, -3.4],
  "relative_energy_kcal_mol": 15.3,
  "lumo_energy_ev": [2.766, 2.764],
  "elements": ["Tc", "C", "C", "C", "C", "C", "C", "C", "C", "C", "C", "C", "C", "N", "C", "C", "C", "C", "C", "N", "C", "C", "C", "C", "H", "H", "H", "H", "H", "H", "H", "H", "H", "H", "H", "H", "H", "H", "H", "H", "H", "H", "H", "H", "H", "H", "H", "H", "H", "H", "H", "H", "H", "Se", "C", "C", "C", "C", "C", "C", "H", "H", "H", "H", "H", "C", "C", "C", "C", "C", "C", "C", "H", "H", "H", "H", "H"],
  "xyz": [[0.00248, 0.13445, 0.04458], [-1.93804, -2.90416, 1.82282], [-2.48641, -1.48237, 1.71813], [-3.96855, -1.47792, 1.33133], [-2.23811, -0.69809, 2.99553], [-2.80807, -1.14464, 4.18633], [-2.60383, -0.47215, 5.38493], [-1.75018, 0.61666, 5.39797], [-1.13801, 1.09254, 4.23073], [-0.09138, 2.21288, 4.44785], [1.11327, 2.25296, 3.49662], [-0.72621, 3.61003, 4.56907], [-1.45824, 0.46050, 3.01793], [-0.99397, 1.02247, 1.77116], [-1.28068, 2.25514, 1.58647], [-0.76294, 2.92742, 0.46795], [-0.78640, 4.27325, 0.12347], [0.06458, 4.38261, -0.96185], [0.57280, 3.08721, -1.24053], [0.05453, 2.19416, -0.38265], [1.65457, 2.85989, -2.28070], [1.13873, 3.35385, -3.64350], [2.10182, 1.40890, -2.41989], [2.87650, 3.69533, -1.86797], [-2.02042, -3.40764, 0.85410], [-2.48904, -3.49547, 2.56662], [-0.88134, -2.88512, 2.10532], [-1.95240, -1.01033, 0.91696], [-4.58514, -1.98081, 2.08789], [-4.10879, -1.99823, 0.37726], [-4.34367, -0.45367, 1.21977], [-3.43480, -2.03268, 4.16791], [-3.08167, -0.81068, 6.29909], [-1.52118, 1.11213, 6.34042], [0.31845, 1.97919, 5.42638], [0.90805, 2.77805, 2.56267], [1.46359, 1.25697, 3.25060], [1.93753, 2.77973, 3.98975], [-0.89722, 4.05299, 3.58274], [-0.06219, 4.28613, 5.12055], [-1.68326, 3.57118, 5.09831], [-1.91300, 2.78355, 2.30339], [-1.34444, 5.06122, 0.61820], [0.31088, 5.28920, -1.49902], [0.25732, 2.77826, -3.94884], [1.91548, 3.22394, -4.40749], [0.85996, 4.41548, -3.61189], [1.27703, 0.75224, -2.68334], [2.53189, 1.02051, -1.49519], [2.86611, 1.35932, -3.20862], [2.64474, 4.76516, -1.84416], [3.69652, 3.53090, -2.57680], [3.21683, 3.40086, -0.87078], [1.73249, -1.11455, 1.38405], [2.56168, -2.48392, 0.32195], [2.08287, -2.87376, -0.93002], [2.69769, -3.90637, -1.63714], [3.80529, -4.56594, -1.11496], [4.29614, -4.17485, 0.12539], [3.68067, -3.14231, 0.83783], [1.22778, -2.34815, -1.33271], [2.30131, -4.20138, -2.60306], [4.28014, -5.37232, -1.66583], [5.16025, -4.67658, 0.54733], [4.07111, -2.83894, 1.80313], [-0.56912, -0.67281, -1.42703], [-1.48940, -1.14778, -2.46555], [-2.84518, -0.78021, -2.49004], [-3.69677, -1.22832, -3.49321], [-3.21949, -2.05649, -4.50554], [-1.88136, -2.42306, -4.49660], [-1.02919, -1.97649, -3.48888], [-3.20596, -0.12897, -1.70159], [-4.73979, -0.93796, -3.48293], [-3.88034, -2.40123, -5.29322], [-1.49127, -3.05609, -5.28325], [0.01926, -2.26082, -3.49137]],
  "mulliken_spin": [1.1850, -0.0079, -0.0626, -0.0062, -0.0386, 0.0010, -0.0010, 0.0002, 0.0001, 0.0016, 0.0105, -0.0007, 0.0361, -0.0671, 0.0242, 0.0289, 0.0212, -0.0022, 0.0538, -0.0284, -0.0420, 0.0011, 0.1034, 0.0042, 0.0010, -0.0001, 0.0029, 0.0539, 0.0002, 0.0008, -0.0003, 0.0000, 0.0000, -0.0001, -0.0004, -0.0012, -0.0014, -0.0002, 0.0000, 0.0000, 0.0001, 0.0069, 0.0004, 0.0005, -0.0001, 0.0002, 0.0000, -0.0249, -0.0275, 0.0048, -0.0002, 0.0002, -0.0016, 0.0393, -0.0085, 0.0432, 0.0014, 0.0040, -0.0014, 0.0023, -0.0206, -0.0004, 0.0003, -0.0002, 0.0011, -0.1943, -0.0548, -0.0250, 0.0146, -0.0188, 0.0106, -0.0233, 0.0074, 0.0009, -0.0017, 0.0007, -0.0052]
}

***

Record 2
{
  "formula": "C5H7NO",
  "method": "wB97M-V/def2-TZVPD",
  "charge": 0,
  "e_homo_ev": [-8.9, -8.9],
  "relative_energy_kcal_mol": 170.5,
  "lumo_energy_ev": [-0.283, -0.282],
  "elements": ["C", "C", "C", "C", "O", "C", "N", "H", "H", "H", "H", "H", "H", "H"],
  "xyz": [[-1.34478, -1.22315, 0.15613], [-0.29232, -0.16657, 0.46207], [0.94162, -0.23917, -0.49991], [2.10074, 0.63210, -0.36255], [0.26702, 3.00777, -0.61428], [-0.82516, 1.19200, 0.32137], [-0.38877, 2.17034, -0.09653], [-2.20046, -1.13251, 0.83357], [-0.90857, -2.21997, 0.28310], [-1.70756, -1.12945, -0.87463], [0.04827, -0.26286, 1.50285], [1.49217, -1.18584, -0.28148], [0.61646, -0.33668, -1.54405], [2.20133, 0.89400, 0.71435]],
  "mulliken_charge": [-1.4020, 0.7313, -0.6002, -0.5868, -0.5720, -0.2960, 0.5031, 0.3739, 0.3562, 0.3452, 0.2176, 0.4091, 0.2862, 0.2343]
}

***

Record 3
{
  "formula": "C17H30FeN6S",
  "method": "wB97M-V/def2-TZVPD",
  "charge": 3,
  "spin_multiplicity": 2,
  "e_homo_ev": [-17.8, -17.8],
  "relative_energy_kcal_mol": 0.0,
  "lumo_energy_ev": [-11.557, -11.110],
  "elements": ["Fe", "C", "C", "N", "C", "C", "N", "C", "C", "C", "N", "C", "C", "N", "C", "H", "H", "H", "H", "H", "H", "H", "H", "H", "H", "H", "H", "H", "H", "H", "H", "H", "H", "H", "H", "H", "H", "H", "H", "N", "C", "N", "C", "C", "C", "C", "C", "C", "S", "H", "H", "H", "H", "H", "H"],
  "xyz": [[0.19564, 0.15843, 0.26315], [-2.75611, -1.42136, 1.05774], [-1.41195, -1.97243, 1.48367], [-0.43147, -0.88504, 1.82230], [0.74320, -1.44377, 2.54747], [1.83366, -0.40214, 2.54439], [2.04478, 0.02441, 1.13223], [3.03038, 1.15136, 1.00721], [2.49712, 2.47140, 1.52392], [1.26089, 2.89631, 0.76707], [0.09498, 2.00066, 1.07154], [-1.17857, 2.64428, 0.62166], [-2.25538, 1.59156, 0.62672], [-1.75247, 0.47770, -0.22990], [-2.68344, -0.69417, -0.27275], [-3.18049, -0.78594, 1.83956], [-3.45212, -2.25565, 0.96156], [-0.96563, -2.55574, 0.67805], [-1.50081, -2.62322, 2.35518], [-0.90534, -0.23741, 2.45411], [1.04237, -2.32627, 1.98992], [0.46849, -1.78021, 3.54769], [2.75558, -0.77421, 2.99487], [1.53498, 0.47592, 3.11829], [2.49022, -0.73503, 0.62510], [3.26432, 1.24025, -0.05598], [3.94731, 0.86103, 1.52278], [3.27258, 3.22652, 1.38935], [2.30055, 2.44680, 2.59947], [1.43632, 2.84801, -0.31257], [0.96651, 3.92051, 1.00031], [0.05679, 1.89345, 2.08556], [-1.01357, 3.00097, -0.39824], [-1.40869, 3.51253, 1.23883], [-3.20107, 1.97522, 0.24081], [-2.44498, 1.22367, 1.63552], [-1.72966, 0.84163, -1.18438], [-2.32079, -1.36132, -1.05688], [-3.66756, -0.33220, -0.57504], [1.63412, -3.20544, -0.31499], [0.97771, -2.46447, -1.21934], [0.60721, -1.18113, -1.09685], [0.09923, -0.72055, -2.35440], [-0.08420, 0.60874, -2.71252], [-0.59550, 0.90169, -3.97031], [-0.88954, -0.12155, -4.87099], [-0.62673, -1.44312, -4.55193], [-0.11346, -1.71703, -3.28870], [0.49023, -3.24139, -2.68042], [2.18937, -2.80351, 0.41570], [1.87922, -4.15687, -0.55387], [0.24883, 1.42397, -2.06570], [-0.73111, 1.93180, -4.27090], [-1.27528, 0.12467, -5.85055], [-0.78664, -2.23231, -5.27451]],
  "mulliken_spin": [1.0940, -0.0048, 0.0128, -0.0756, 0.0006, 0.0048, -0.0376, 0.0011, 0.0004, -0.0004, -0.0255, 0.0039, 0.0025, -0.0322, 0.0113, -0.0001, -0.0007, -0.0057, -0.0021, 0.0039, -0.0008, -0.0019, -0.0005, -0.0006, -0.0020, -0.0002, -0.0014, 0.0003, -0.0001, 0.0017, -0.0031, 0.0052, -0.0014, -0.0025, -0.0026, 0.0016, 0.0018, -0.0024, -0.0003, 0.0107, 0.0026, 0.0314, 0.0064, 0.0060, 0.0014, 0.0000, 0.0003, 0.0039, 0.0076, 0.0004, -0.0002, -0.0123, -0.0001, 0.0000, 0.0001]
}